Computed, not measured: a cluster of 14 separate species, H28O14 in total in a non-equilibrium geometry, with the ωB97M-V functional and the def2-TZVPD basis.

Values from the calculation:
**2S+1**: 2
**E_tot**: -29117.7792 eV
**Frontier orbital gap (spin up / spin down)**: 2.1737 / 10.1833 eV
**Charge**: -1

Each line ends with the Mulliken charge.
Geometry (Å):
1 O 1.17 4.24 -1.50  -0.682
2 H 1.73 5.05 -1.59  0.329
3 H 1.81 3.50 -1.77  0.322
4 O 3.07 -0.21 0.66  -0.873
5 H 2.14 -0.21 0.92  0.294
6 H 3.05 0.76 0.58  0.297
7 O -2.43 0.67 1.43  -0.598
8 H -1.99 -0.06 1.84  0.265
9 H -3.24 0.61 1.98  0.300
10 O 3.75 -1.46 -3.18  -0.717
11 H 3.07 -1.90 -3.64  0.329
12 H 3.65 -1.66 -2.24  0.350
13 O -0.76 1.42 -1.28  -1.064
14 H -1.12 1.91 -2.08  0.500
15 H -1.28 1.75 -0.55  0.268
16 O -2.53 -1.51 3.50  -0.623
17 H -2.34 -1.94 2.69  0.283
18 H -2.09 -1.70 4.30  0.302
19 O -2.17 -4.31 0.27  -0.706
20 H -2.73 -3.68 -0.23  0.359
21 H -2.25 -4.14 1.19  0.295
22 O -2.54 2.87 -2.72  -0.499
23 H -2.16 3.70 -2.96  0.230
24 H -3.34 2.77 -3.23  0.329
25 O -0.33 2.09 2.36  -0.747
26 H 0.28 1.86 1.62  0.185
27 H -0.85 2.71 1.87  0.433
28 O 0.12 -2.78 0.53  -0.769
29 H -0.23 -2.68 -0.33  0.319
30 H -0.27 -3.56 0.90  0.352
31 O 0.11 -0.70 -2.66  -0.744
32 H -0.38 -0.22 -1.91  0.418
33 H 0.90 -0.10 -2.82  0.298
34 O 3.63 -2.21 2.15  -0.728
35 H 3.01 -2.92 2.09  0.314
36 H 3.33 -1.39 1.69  0.445
37 O -4.30 -1.49 -0.21  -0.745
38 H -4.25 -0.74 -0.87  0.372
39 H -4.57 -1.04 0.57  0.314
40 O 4.40 2.52 0.87  -0.741
41 H 4.27 2.09 0.05  0.380
42 H 4.66 2.08 1.72  0.352


Computed, not measured: the molecule C7H14O in a non-equilibrium geometry, with the ωB97M-V functional and the def2-TZVPD basis.

Values from the calculation:
**SMILES**: C=C(CC)CCCO
**E_tot**: -9532.2577 eV
**Frontier orbital gap**: 10.0765 eV

Each line ends with the Mulliken charge.
Geometry (Å):
1 C 2.06 0.43 -0.98  -1.146
2 C 1.07 0.63 -0.12  0.732
3 C 0.08 1.77 -0.30  -0.551
4 C -0.60 1.72 -1.71  -1.148
5 C 0.94 -0.30 1.08  -1.033
6 C -0.51 -0.70 1.42  -0.339
7 C -0.83 -2.04 0.78  -0.537
8 O -2.23 -2.01 0.36  -0.561
9 H 2.20 1.11 -1.82  0.308
10 H 2.77 -0.36 -0.77  0.313
11 H -0.73 1.74 0.41  0.288
12 H 0.69 2.67 -0.22  0.417
13 H -0.28 2.58 -2.29  0.312
14 H -1.69 1.74 -1.66  0.340
15 H -0.30 0.84 -2.26  0.364
16 H 1.38 0.19 1.92  0.391
17 H 1.52 -1.19 0.90  0.381
18 H -1.26 -0.01 1.05  0.229
19 H -0.62 -0.82 2.50  0.310
20 H -0.63 -2.95 1.35  0.390
21 H -0.32 -2.22 -0.16  0.245
22 H -2.71 -2.82 0.51  0.294


Computed, not measured: a structure of composition C20H24AsN3O2ReS4 in a non-equilibrium geometry, with the ωB97M-V functional and the def2-TZVPD basis.

Values from the calculation:
**E_tot**: -135975.0019 eV
**Frontier orbital gap (spin up / spin down)**: 5.4753 / 5.5274 eV
**Charge**: +3

Each line ends with the Mulliken charge.
Geometry (Å):
1 Re 0.58 0.50 -1.07  1.847
2 C 3.41 -0.30 1.72  -1.866
3 C 2.74 0.98 2.15  1.374
4 C 3.48 1.92 2.87  -0.681
5 C 2.89 3.07 3.37  -0.962
6 C 1.53 3.29 3.19  -0.985
7 C 0.75 2.39 2.48  1.181
8 C -0.74 2.60 2.42  -1.300
9 C 1.40 1.27 1.93  -0.794
10 N 0.60 0.37 1.10  0.690
11 C -0.13 -0.54 1.62  0.962
12 C -0.24 -0.85 3.07  -1.866
13 C -0.97 -1.33 0.63  0.801
14 C -1.94 -2.35 1.11  -1.780
15 N -0.81 -1.00 -0.60  -0.044
16 C -1.61 -1.46 -1.72  -1.042
17 C -2.72 -0.68 -2.08  1.703
18 C -3.36 0.30 -1.15  -1.299
19 C -3.33 -0.90 -3.34  -0.729
20 C -2.75 -1.71 -4.26  -0.906
21 C -1.52 -2.37 -3.93  -0.641
22 C -1.03 -2.38 -2.58  0.637
23 C 0.12 -3.25 -2.20  -1.497
24 H 3.80 -0.82 2.59  0.424
25 H 4.26 -0.10 1.07  0.425
26 H 2.74 -0.98 1.20  0.200
27 H 4.53 1.72 3.07  0.531
28 H 3.48 3.78 3.93  0.460
29 H 1.07 4.16 3.63  0.531
30 H -0.98 3.65 2.22  0.519
31 H -1.19 2.37 3.39  0.432
32 H -1.24 2.00 1.66  0.015
33 H 0.40 -0.20 3.66  0.390
34 H 0.05 -1.89 3.25  0.474
35 H -1.27 -0.74 3.41  0.417
36 H -2.67 -1.88 1.77  0.398
37 H -1.42 -3.09 1.73  0.466
38 H -2.45 -2.84 0.29  0.427
39 H -2.73 0.60 -0.32  -0.191
40 H -4.28 -0.14 -0.76  0.427
41 H -3.65 1.20 -1.70  0.535
42 H -4.24 -0.36 -3.57  0.553
43 H -3.16 -1.83 -5.25  0.466
44 H -1.14 -3.12 -4.61  0.752
45 H 0.64 -3.61 -3.08  0.402
46 H -0.25 -4.12 -1.65  0.356
47 H 0.84 -2.73 -1.56  0.252
48 S 5.81 0.82 -4.03  0.161
49 As 4.05 0.12 -4.32  0.615
50 S -0.42 0.77 -3.31  0.024
51 S 2.58 0.18 -1.63  -0.160
52 S -0.01 -0.82 -4.40  0.052
53 O -0.09 4.49 -0.25  0.021
54 N 0.67 3.72 -0.34  0.568
55 O -0.12 2.15 -0.84  -0.749


Computed, not measured: a structure of composition C30H54Cl3IrO3P2 in a non-equilibrium geometry, with the ωB97M-V functional and the def2-TZVPD basis.

Values from the calculation:
**E_tot**: -97097.6419 eV
**Frontier orbital gap (spin up / spin down)**: 5.5694 / 5.7639 eV
**Charge**: +2

Each line ends with the Mulliken charge.
Geometry (Å):
1 Ir -0.37 -0.51 -0.39  1.886
2 C 2.90 3.29 0.40  -1.635
3 C 2.10 2.06 0.83  0.939
4 C 2.96 0.80 0.80  -1.294
5 P 0.53 1.78 -0.15  -0.361
6 C -0.75 2.94 0.59  0.833
7 C -1.18 2.38 1.95  -1.227
8 C -0.37 4.40 0.76  -1.784
9 C 0.73 2.20 -1.96  2.920
10 C 1.90 1.41 -2.54  -1.567
11 C 0.75 3.66 -2.40  -1.807
12 H 3.71 3.46 1.11  0.465
13 H 2.30 4.18 0.36  0.379
14 H 3.37 3.13 -0.58  0.287
15 H 1.75 2.21 1.86  0.406
16 H 3.43 0.66 -0.17  0.369
17 H 2.34 -0.07 0.99  -0.174
18 H 3.74 0.85 1.55  0.605
19 H -1.59 2.86 -0.11  0.435
20 H -0.34 2.36 2.64  0.293
21 H -1.59 1.38 1.85  -0.067
22 H -1.95 3.02 2.37  0.571
23 H 0.33 4.53 1.58  0.372
24 H -1.27 4.96 1.01  0.502
25 H 0.05 4.85 -0.13  0.370
26 H -0.19 1.75 -2.36  -2.142
27 H 2.86 1.85 -2.28  0.363
28 H 1.84 1.41 -3.63  0.495
29 H 1.89 0.37 -2.21  0.180
30 H 1.60 4.20 -2.00  0.309
31 H -0.17 4.16 -2.13  0.482
32 H 0.83 3.68 -3.49  0.510
33 C -3.67 -0.69 -4.51  -2.009
34 C -2.84 0.02 -3.44  1.051
35 C -1.79 0.91 -4.11  -1.487
36 P -2.12 -1.18 -2.17  -0.238
37 C -3.51 -1.47 -0.95  0.532
38 C -3.46 -0.30 0.05  -0.820
39 C -4.92 -1.60 -1.49  -1.592
40 C -1.66 -2.81 -2.99  1.116
41 C -0.57 -2.51 -4.01  -1.695
42 C -2.77 -3.68 -3.56  -1.656
43 H -4.30 0.05 -5.01  0.516
44 H -4.33 -1.45 -4.10  0.405
45 H -3.04 -1.14 -5.27  0.397
46 H -3.51 0.64 -2.84  0.508
47 H -0.82 0.42 -4.17  0.236
48 H -1.70 1.86 -3.60  0.369
49 H -2.10 1.13 -5.13  0.553
50 H -3.22 -2.39 -0.43  0.403
51 H -3.74 0.64 -0.43  0.251
52 H -2.44 -0.20 0.46  -0.231
53 H -4.14 -0.48 0.88  0.589
54 H -5.23 -0.70 -2.03  0.364
55 H -5.60 -1.72 -0.65  0.511
56 H -5.05 -2.46 -2.14  0.315
57 H -1.22 -3.37 -2.16  0.223
58 H -0.94 -1.88 -4.82  0.338
59 H -0.21 -3.43 -4.46  0.506
60 H 0.28 -2.01 -3.54  0.274
61 H -3.14 -3.32 -4.51  0.309
62 H -3.59 -3.80 -2.86  0.350
63 H -2.35 -4.67 -3.74  0.462
64 Cl 3.46 -3.90 -0.91  -0.080
65 C 1.72 -4.18 -0.84  1.023
66 Cl 1.16 -4.87 -2.38  -0.114
67 Cl 1.32 -5.27 0.50  -0.079
68 C 0.93 -2.87 -0.68  -0.495
69 O -0.25 -2.95 -0.31  -0.532
70 O 1.49 -1.80 -0.98  -0.379
71 C 4.75 0.53 5.45  -1.545
72 C 3.47 0.00 4.93  0.792
73 C 2.25 0.38 5.51  -0.937
74 C 1.03 -0.03 5.01  0.785
75 C -0.24 0.34 5.71  -1.814
76 C 1.04 -0.82 3.83  0.646
77 C -0.16 -0.91 3.03  -1.048
78 O -0.17 -1.17 1.82  -0.553
79 C 2.25 -1.40 3.37  0.877
80 C 2.23 -2.52 2.39  -0.954
81 C 3.44 -0.94 3.90  -0.857
82 H 4.60 1.29 6.20  0.394
83 H 5.33 0.95 4.63  0.351
84 H 5.36 -0.27 5.87  0.341
85 H 2.28 1.02 6.38  0.395
86 H -0.01 0.89 6.62  0.411
87 H -0.78 -0.56 5.98  0.410
88 H -0.90 0.96 5.10  0.297
89 H -1.10 -0.67 3.54  0.488
90 H 1.31 -3.10 2.47  0.352
91 H 3.08 -3.19 2.55  0.484
92 H 2.30 -2.14 1.37  0.039
93 H 4.38 -1.35 3.54  0.541


Computed, not measured: a structure of composition C47H34Cl4CrN4O4P in a non-equilibrium geometry, with the ωB97M-V functional and the def2-TZVPD basis.

Values from the calculation:
**2S+1**: 2
**E_tot**: -151239.7142 eV
**Frontier orbital gap (spin up / spin down)**: 6.2603 / 6.1982 eV

Each line ends with the Mulliken charge.
Geometry (Å):
1 Cr -0.72 -0.44 1.14  0.060
2 C -3.23 -3.27 -0.80  -0.648
3 O -3.18 -3.58 0.63  -0.524
4 C -2.25 -2.78 1.12  -0.214
5 N -1.58 -2.08 0.31  0.366
6 C -1.94 -2.48 -1.05  0.077
7 C -2.03 -1.32 -2.03  0.777
8 C -1.66 -0.65 -4.07  0.334
9 C -2.16 0.76 -4.26  -1.390
10 C -2.75 1.49 -3.32  -0.721
11 C -2.97 1.07 -1.93  -0.639
12 C -2.66 -0.10 -1.37  -1.614
13 C -1.91 -2.73 2.55  0.224
14 C -2.48 -3.55 3.50  -0.616
15 C -1.99 -3.51 4.79  -0.700
16 C -0.93 -2.66 5.06  -0.797
17 C -0.44 -1.85 4.05  0.486
18 N -0.92 -1.87 2.81  0.849
19 C 0.68 -0.91 4.32  -0.033
20 N 0.98 0.03 3.56  0.227
21 C 2.10 0.76 4.17  -0.080
22 C 2.47 -0.14 5.38  -0.588
23 O 1.39 -1.12 5.46  -0.494
24 C 3.23 1.03 3.21  -0.426
25 C 3.17 0.64 1.87  0.625
26 C 4.22 0.94 1.01  -0.151
27 C 5.34 1.61 1.48  -0.800
28 C 5.41 2.00 2.81  -0.594
29 C 4.35 1.72 3.67  -0.591
30 H -4.13 -2.68 -1.00  0.291
31 H -3.29 -4.21 -1.34  0.352
32 H -1.15 -3.15 -1.39  0.552
33 H -1.27 -1.05 -5.01  0.632
34 H -2.05 1.18 -5.25  0.396
35 H -3.08 2.49 -3.57  0.456
36 H -3.44 1.80 -1.28  0.500
37 H -2.96 -0.23 -0.33  0.632
38 H -3.29 -4.20 3.20  0.580
39 H -2.40 -4.14 5.56  0.449
40 H -0.48 -2.60 6.04  0.529
41 H 1.71 1.72 4.52  0.440
42 H 2.50 0.39 6.33  0.362
43 H 3.41 -0.67 5.23  0.344
44 H 2.28 0.16 1.49  -0.092
45 H 4.16 0.64 -0.03  0.363
46 H 6.16 1.84 0.80  0.441
47 H 6.27 2.55 3.18  0.377
48 H 4.39 2.05 4.70  0.398
49 Cl -2.44 5.58 3.72  -0.221
50 C -2.51 3.94 3.16  0.540
51 C -3.68 3.20 3.28  0.362
52 Cl -5.09 3.91 3.99  -0.221
53 C -3.72 1.87 2.84  0.397
54 Cl -5.14 0.90 2.99  -0.226
55 C -2.60 1.29 2.28  -0.716
56 O -2.52 0.03 1.84  -0.036
57 C -1.41 2.04 2.13  -0.440
58 O -0.42 1.41 1.54  0.254
59 C -1.37 3.35 2.58  0.260
60 Cl 0.13 4.21 2.44  -0.208
61 N 0.34 -0.28 -0.33  0.190
62 P 0.48 0.08 -1.84  1.580
63 C -0.70 -1.00 -2.85  1.788
64 C -2.75 -1.56 -3.41  0.093
65 C -2.79 -2.96 -3.94  -1.349
66 C -1.73 -3.74 -4.15  -0.827
67 C -0.35 -3.38 -3.80  -0.665
68 C 0.08 -2.26 -3.21  -1.406
69 C 2.22 -0.33 -2.30  0.426
70 C 2.93 0.19 -3.39  -0.689
71 C 4.27 -0.13 -3.57  -0.677
72 C 4.93 -0.95 -2.67  -0.632
73 C 4.24 -1.47 -1.58  -0.573
74 C 2.90 -1.16 -1.40  -0.449
75 C 0.32 1.83 -2.26  1.205
76 C 0.33 2.29 -3.58  -0.480
77 C 0.33 3.65 -3.84  -1.336
78 C 0.31 4.56 -2.79  -0.730
79 C 0.28 4.10 -1.48  -0.676
80 C 0.30 2.74 -1.21  -0.758
81 H -3.75 -1.12 -3.44  0.652
82 H -3.77 -3.35 -4.20  0.454
83 H -1.88 -4.73 -4.57  0.409
84 H 0.40 -4.14 -4.01  0.436
85 H 1.14 -2.24 -3.00  0.112
86 H 2.45 0.84 -4.10  0.357
87 H 4.80 0.29 -4.42  0.422
88 H 5.98 -1.18 -2.81  0.387
89 H 4.75 -2.10 -0.87  0.410
90 H 2.35 -1.53 -0.54  0.288
91 H 0.30 1.59 -4.41  0.692
92 H 0.34 4.01 -4.87  0.443
93 H 0.31 5.62 -2.99  0.411
94 H 0.25 4.81 -0.65  0.489
95 H 0.31 2.37 -0.19  -0.147